[1]
Entry from the OMol25 dataset: C17H26N2O4 in the gas phase in a non-equilibrium geometry (wB97M-V/def2-TZVPD).

Structure (XYZ):
```
49
Properties=species:S:1:pos:R:3
O -0.856 -2.837 0.023
O 1.346 -0.329 0.810
O 2.107 -1.768 -1.613
O 3.594 -3.650 -1.518
C 0.111 -2.075 -0.161
C 0.239 -0.874 0.693
N 0.888 -2.439 -1.287
N -0.924 -0.398 1.353
C 3.889 -3.652 -2.985
C 3.270 -2.366 -1.091
C 4.956 -2.679 -3.506
C 4.415 -1.404 -1.332
C 4.758 -1.245 -2.857
C -4.154 2.843 1.033
C -2.553 1.302 -0.199
C -1.624 3.376 1.082
C -3.476 0.421 1.926
C -2.722 2.450 3.178
C -1.103 1.039 1.803
C -3.843 1.314 0.693
C -2.925 3.358 1.887
C -1.377 1.879 0.574
C -2.324 1.056 2.695
H 0.651 -3.306 -1.792
H -1.785 -0.935 1.132
H 4.320 -4.594 -3.260
H 2.920 -3.544 -3.525
H 3.204 -2.589 0.010
H 5.979 -2.967 -3.184
H 4.866 -2.647 -4.622
H 5.275 -1.763 -0.740
H 4.052 -0.432 -0.946
H 5.676 -0.647 -2.963
H 3.971 -0.706 -3.310
H -5.019 3.155 1.495
H -4.182 3.458 0.148
H -2.237 0.330 -0.524
H -2.669 1.851 -1.113
H -0.859 3.927 1.691
H -1.859 4.134 0.204
H -4.414 0.470 2.582
H -3.295 -0.672 1.748
H -1.979 2.908 3.911
H -3.586 2.306 3.854
H -0.149 1.414 2.304
H -4.688 0.757 0.153
H -3.143 4.411 2.106
H -0.605 1.891 -0.182
H -2.134 0.468 3.620
```

Summary:
LUMO (Eh): 0.0162
Frontier orbital gap (eV): 9.976
HOMO (eV): -9.54
E_tot (a.u.): -1073.76307
F_max (eV/A): 5.0
Charge: 0
SMILES string: O=C(NO[C@@H]1CCCCO1)C(=O)N[C@H]1[C@@H]2C[C@H]3C[C@@H](C2)C[C@@H]1C3

***

[2]
Entry from the OMol25 dataset: C17H26N6O as an isolated structure in a non-equilibrium geometry (wB97M-V/def2-TZVPD).

Structure (XYZ):
```
50
Properties=species:S:1:pos:R:3
C 1.344 1.952 -6.974
H 0.952 1.339 -7.762
H 0.806 2.873 -6.985
H 2.319 2.413 -7.360
C 1.539 1.584 -5.529
N 0.322 0.886 -4.800
C -0.669 1.865 -4.367
C -0.948 1.831 -2.989
O -1.998 2.300 -2.592
N -0.222 1.023 -2.313
C -0.139 0.431 -0.926
C -1.199 0.988 -0.011
C -1.482 0.705 1.194
C -0.363 -0.436 1.646
C 0.660 -0.654 0.864
C 0.579 -0.417 -0.415
H 1.313 -0.583 -1.141
H 1.301 -1.472 1.225
C -0.362 -0.805 2.971
N -1.091 -0.155 3.886
N -1.169 -0.209 5.275
C -0.262 -0.899 6.187
N 1.021 -1.112 5.846
C 1.528 -1.572 7.139
H 2.072 -2.335 7.109
H 2.533 -0.827 7.148
C 0.377 -0.966 8.223
N -0.510 -0.875 7.386
H -1.458 -0.307 7.872
H 0.757 -0.208 8.751
H 0.508 -1.905 8.891
H -1.893 0.424 5.659
C 0.109 -2.193 3.390
H -0.697 -2.586 4.150
H 0.163 -2.755 2.582
H 1.184 -2.159 3.895
H -2.082 0.982 1.837
H -2.203 1.403 -0.540
H 0.625 0.576 -2.806
H 0.130 2.744 -4.318
H -1.475 2.011 -5.218
C -0.325 -0.447 -5.453
C -1.222 -1.001 -4.513
H -2.088 -0.313 -4.132
H -0.506 -1.395 -3.682
H -1.690 -1.717 -5.307
H -0.993 0.232 -6.459
H 0.346 -0.786 -6.080
H 2.411 0.548 -5.684
H 2.149 1.977 -4.769
```

Summary:
LUMO (Eh): 0.0142
Frontier orbital gap (eV): 7.774
HOMO (eV): -7.39
E_tot (a.u.): -1066.49162
F_max (eV/A): 17.3
Charge: 0

***

[3]
Entry from the OMol25 dataset: C17H26NO2 as an isolated structure in a non-equilibrium geometry (wB97M-V/def2-TZVPD).

Structure (XYZ):
```
46
Properties=species:S:1:pos:R:3
C 2.034 -2.525 1.064
C 3.183 -2.053 0.329
C 3.566 -0.495 0.287
H 4.298 -0.443 -0.393
N 2.311 0.121 -0.241
C 2.033 0.229 -1.510
C 1.751 -1.186 -1.947
C 0.607 -1.546 -2.361
H 0.412 -2.523 -2.739
H -0.215 -1.070 -1.949
H 2.648 -1.421 -2.410
H 2.866 0.863 -2.124
H 1.238 0.760 -1.872
C 2.437 1.754 0.515
C 1.870 1.690 1.780
C 0.300 1.440 2.066
H 0.034 1.370 3.022
H -0.180 2.174 1.420
O 0.208 0.274 1.356
C -1.239 -0.010 1.113
C -2.028 -0.985 1.584
C -3.383 -1.172 1.404
C -3.803 -0.509 0.196
C -3.079 0.355 -0.368
C -1.726 0.766 -0.376
O -0.799 1.502 -0.783
C -1.401 2.065 -1.836
H -0.584 3.101 -2.158
H -2.364 2.786 -1.402
H -1.643 1.583 -2.618
H -3.425 0.906 -1.455
C -5.226 -0.925 -0.437
H -5.470 -1.864 -0.011
H -5.313 -0.913 -1.410
H -5.913 -0.263 0.167
H -3.815 -1.788 1.824
H -1.535 -1.466 2.367
H 2.086 2.705 2.605
H 2.355 1.001 2.545
H 1.710 2.477 -0.041
H 3.543 1.899 0.595
H 1.258 0.006 0.584
H 3.626 -0.339 1.349
H 3.654 -2.849 -0.160
H 1.664 -3.517 0.909
H 1.450 -1.969 1.516
```

Summary:
LUMO (Eh): -0.0922
Frontier orbital gap (eV): 8.783
HOMO (eV): -11.29
E_tot (a.u.): -867.70805
F_max (eV/A): 17.7
Charge: +1

***

[4]
Entry from the OMol25 dataset: C17H26O10 in the gas phase (wB97M-V/def2-TZVPD).

Structure (XYZ):
```
53
Properties=species:S:1:pos:R:3
C 3.038 1.231 4.807
H 2.240 1.386 5.535
H 3.438 2.188 4.470
H 3.838 0.636 5.251
O 2.480 0.525 3.707
C 2.817 0.942 2.473
O 3.558 1.873 2.270
C 2.168 0.148 1.417
C 1.309 -0.831 1.721
O 0.588 -1.544 0.829
C 0.499 -0.973 -0.455
C 1.856 -0.511 -0.973
H 1.688 -0.039 -1.943
C 2.859 -1.674 -1.114
C 3.070 -2.067 -2.574
H 3.405 -1.216 -3.166
H 2.137 -2.429 -2.997
H 3.812 -2.858 -2.646
H 2.483 -2.551 -0.579
C 4.165 -1.182 -0.423
O 5.354 -1.573 -1.051
H 5.408 -1.128 -1.905
C 3.987 0.338 -0.307
H 4.225 0.808 -1.265
H 4.613 0.781 0.462
C 2.493 0.504 -0.012
H 2.158 1.526 -0.213
H 4.232 -1.620 0.577
O -0.341 0.156 -0.426
C -1.674 -0.108 -0.114
O -2.291 -0.605 -1.292
C -3.696 -0.537 -1.210
C -4.295 -1.335 -2.370
O -5.696 -1.223 -2.259
H -6.109 -1.725 -2.970
H -3.937 -0.916 -3.318
H -3.974 -2.381 -2.300
C -4.191 0.927 -1.236
O -5.300 1.085 -0.378
H -5.999 0.500 -0.702
C -3.063 1.875 -0.766
O -2.200 2.215 -1.812
H -1.646 1.447 -2.005
C -2.323 1.207 0.399
O -3.165 0.973 1.494
H -4.087 0.985 1.190
H -1.499 1.847 0.736
H -3.531 2.805 -0.426
H -4.454 1.213 -2.264
H -4.031 -0.990 -0.265
H -1.753 -0.864 0.684
H 0.056 -1.758 -1.088
H 1.105 -1.136 2.737
```

Summary:
LUMO (Eh): 0.0149
Frontier orbital gap (eV): 9.653
HOMO (eV): -9.25
E_tot (a.u.): -1415.77524
F_max (eV/A): 0.9
Charge: 0
SMILES string: COC(=O)C1=CO[C@@H](O[C@@H]2O[C@H](CO)[C@@H](O)[C@H](O)[C@H]2O)[C@@H]2[C@@H](C)[C@@H](O)C[C@H]12